(1)
60
Properties=species:S:1:pos:R:3:forces:R:3 method="wB97M-V/def2-TZVPD" smiles="CCN(CC)CCN(Cc1cc2cc3c(cc2[nH]c1=O)OCO3)C(=S)NCc1ccco1" e_above_lowest_ev=3.223 charge=0 multiplicity=1 gap_ev=8.0 lumo_energy_ev=0.26
C -3.1878 -4.1052 0.4868 0.191 0.290 0.067
C -2.2281 -2.9132 0.4951 -0.028 -0.160 -0.122
N -2.6673 -1.7345 1.2322 -0.202 -0.062 0.080
C -2.7798 -1.9755 2.6661 0.025 0.212 0.111
C -2.5893 -0.7089 3.4987 -0.094 -0.261 -0.127
C -3.8719 -1.1069 0.7140 0.116 0.174 -0.080
C -3.8381 -0.7231 -0.7705 -0.326 -0.310 0.233
N -2.7025 0.0705 -1.1877 0.215 0.076 -0.087
C -2.4853 1.3523 -0.5425 0.107 0.236 -0.026
C -1.0777 1.4760 -0.0112 0.011 -0.101 0.260
C -0.5097 0.4968 0.7309 -0.018 0.464 -0.272
C 0.8191 0.6106 1.2279 0.324 0.482 -0.059
C 1.4159 -0.4154 1.9885 0.461 0.077 0.141
C 2.6934 -0.2173 2.4217 -0.005 0.424 -0.229
C 3.3983 0.9668 2.1362 -0.533 -0.307 -0.069
C 2.8465 1.9811 1.4039 0.217 -0.146 0.244
C 1.5365 1.7881 0.9375 -0.109 -0.679 0.380
N 0.9350 2.7438 0.1679 0.035 0.373 -0.086
C -0.3212 2.6603 -0.3865 0.217 -0.201 0.318
O -0.7148 3.5277 -1.1547 -0.172 0.226 -0.336
O 4.6406 0.8959 2.6869 -0.207 0.407 -0.279
C 4.7187 -0.3632 3.3242 0.974 -0.518 0.646
O 3.4971 -1.0459 3.1579 -0.351 -0.132 -0.066
C -1.9429 -0.3011 -2.2471 -0.114 0.051 -0.205
S -2.0582 -1.8081 -2.9391 -0.014 -0.852 -0.488
N -1.0976 0.6186 -2.7671 -0.290 0.234 0.352
C 0.0515 0.2719 -3.5751 0.273 -0.222 0.051
C 1.3074 0.3278 -2.7665 0.115 0.858 -0.468
C 2.2694 1.2896 -2.6512 -0.480 -0.406 -0.207
C 3.2077 0.8005 -1.7098 0.011 -0.547 0.226
C 2.7399 -0.4147 -1.3176 0.744 0.552 0.152
O 1.5919 -0.7045 -1.9453 -0.429 -0.399 -0.105
H -3.3971 -4.4511 1.4972 -0.071 -0.090 0.071
H -2.7351 -4.9203 -0.0707 -0.002 -0.127 -0.060
H -4.1264 -3.8478 0.0024 -0.142 -0.033 -0.058
H -2.0246 -2.6123 -0.5333 0.070 -0.055 0.051
H -1.2756 -3.2247 0.9352 0.021 0.024 -0.047
H -3.7500 -2.4308 2.9264 0.092 -0.087 0.001
H -1.9956 -2.6846 2.9415 -0.067 -0.064 -0.014
H -3.4043 -0.0047 3.3541 -0.060 0.115 0.020
H -1.6564 -0.2162 3.2384 0.110 0.077 0.008
H -2.5605 -0.9749 4.5526 -0.010 0.049 0.131
H -4.7602 -1.7495 0.8494 0.006 0.100 0.000
H -4.0391 -0.2076 1.3131 -0.118 -0.058 0.015
H -3.8401 -1.6201 -1.3921 -0.069 0.194 0.094
H -4.7604 -0.1633 -0.9789 0.033 -0.088 0.003
H -2.6898 2.1906 -1.2229 -0.018 -0.115 0.141
H -3.1892 1.4252 0.2877 -0.008 0.045 -0.108
H -1.0806 -0.3995 0.9467 -0.081 -0.073 -0.009
H 0.8728 -1.3194 2.2041 -0.100 -0.179 0.044
H 3.3937 2.8828 1.1858 0.107 0.150 -0.046
H 1.4715 3.5650 -0.0864 -0.181 -0.121 -0.050
H 5.5362 -0.9503 2.8765 -0.230 0.153 0.026
H 4.9205 -0.2192 4.3972 -0.118 0.022 -0.252
H -1.0881 1.5560 -2.3966 -0.037 0.101 0.036
H -0.1108 -0.7443 -3.9473 0.032 0.270 -0.065
H 0.1244 0.9681 -4.4140 0.056 -0.098 0.070
H 2.3084 2.2205 -3.1789 -0.071 0.199 -0.170
H 4.1041 1.2838 -1.3793 0.215 0.033 0.122
H 3.1166 -1.1400 -0.6246 -0.025 -0.171 0.095

***

(2)
29
Properties=species:S:1:pos:R:3:forces:R:3 method="wB97M-V/def2-TZVPD" smiles="[H]/N=C/CP(CCCC#C)NCC" e_above_lowest_ev=2.722 charge=0 multiplicity=1 gap_ev=8.4 lumo_energy_ev=0.83
H -1.0446 2.4680 2.3761 -0.672 -0.407 -0.278
N -1.4592 2.1754 1.4698 2.335 1.168 -0.787
C -0.5574 2.5282 0.6012 -1.268 -0.050 -0.543
C -0.7832 2.2627 -0.9362 0.634 0.322 1.391
P -0.5604 0.4006 -1.3434 -1.023 0.110 -1.708
C 1.2932 0.1297 -1.5562 0.424 0.962 1.085
C 2.1740 0.3354 -0.2468 0.891 -1.000 -0.635
C 1.8394 -0.6546 0.9504 1.290 0.900 0.998
C 3.0702 -0.7017 1.9311 -0.696 -0.466 0.721
C 3.8780 -0.8269 2.8454 -0.995 -0.568 -0.311
N -1.1979 -0.5597 0.0120 0.855 -0.533 -0.930
C -2.6054 -0.9999 -0.2640 -0.254 -0.064 0.298
C -2.7097 -2.3884 -1.0383 -0.916 -0.074 -0.033
H 0.4034 3.0497 0.8992 -0.904 -0.689 -0.357
H -1.7988 2.6286 -1.2978 1.204 -0.778 0.686
H -0.0097 2.8140 -1.5495 -0.733 -0.645 0.638
H 1.4442 -0.8633 -2.0757 -0.135 0.958 0.840
H 1.6384 0.9274 -2.2996 -0.720 -1.028 0.835
H 2.1379 1.4006 0.1243 -0.151 -1.133 -0.443
H 3.2588 0.1440 -0.5539 -1.315 0.296 0.482
H 1.6023 -1.7131 0.6409 0.379 1.156 0.126
H 0.9571 -0.2477 1.5370 0.999 -0.623 -0.685
H 4.4408 -1.1403 3.7651 -0.684 0.811 -1.734
H -0.6455 -1.4344 -0.0457 -0.145 0.720 0.438
H -3.1010 -1.1468 0.7481 0.518 0.468 -1.249
H -3.1082 -0.1407 -0.8141 0.350 -1.267 0.675
H -3.2211 -2.2595 -2.0491 1.008 -0.198 1.174
H -1.7134 -2.9302 -1.1478 -1.222 0.860 0.026
H -3.4002 -3.0771 -0.4482 0.945 0.791 -0.720

***

(3)
72
Properties=species:S:1:pos:R:3:forces:R:3 method="wB97M-V/def2-TZVPD" s_squared=3.843 e_above_lowest_ev=0.347 charge=+1 multiplicity=4 gap_ev="6.0 / 5.0" lumo_energy_ev="-3.32 / -5.96"
C 2.5866 -3.2860 3.3236 0.149 -0.310 -0.174
C 2.6223 -1.8629 3.8198 -0.317 0.345 -0.469
O 1.7061 -1.0521 2.9608 0.896 0.006 0.882
C 2.1305 0.2076 2.7613 0.327 0.226 -0.486
C 1.0149 1.1973 2.5026 0.130 -0.487 0.790
C 1.3360 2.6154 2.7284 0.314 0.860 -0.154
N -0.2018 0.7040 2.5254 -0.219 -1.702 0.129
C -1.3290 1.2084 2.9125 0.162 1.230 -0.027
C -2.5312 0.4072 3.0600 -0.660 -0.486 -0.109
C -3.7931 0.9886 3.3551 0.423 -0.276 -0.198
C -4.9434 0.1982 3.4077 0.235 -0.152 -0.020
C -4.8493 -1.1896 3.1969 0.265 0.238 -0.041
C -3.6002 -1.7849 2.9498 -0.035 0.482 0.097
C -2.4502 -0.9914 2.8961 -0.405 -0.111 -0.079
O 3.3088 0.5435 2.8171 -1.053 -0.085 0.114
H 3.0159 -3.9633 4.0696 -0.062 0.170 -0.025
H 1.5662 -3.6262 3.1136 0.187 0.146 0.050
H 3.1993 -3.3929 2.4198 -0.258 0.015 0.086
H 2.2360 -1.7782 4.8497 0.134 0.076 -0.451
H 3.6336 -1.4343 3.7444 -0.514 -0.167 0.164
H 2.4152 2.7591 2.6704 -0.082 0.106 0.054
H 0.8600 3.2829 2.0039 -0.009 -0.242 0.119
H 0.9920 2.9334 3.7273 0.099 -0.109 -0.170
H -1.3902 2.2775 3.1714 -0.141 -0.131 0.133
H -3.8469 2.0667 3.5258 -0.054 -0.297 -0.077
H -5.9182 0.6614 3.6070 0.486 -0.246 -0.063
H -5.7512 -1.8044 3.2268 0.291 0.194 0.008
H -3.5257 -2.8644 2.7939 -0.040 0.394 0.098
H -1.4714 -1.4353 2.7175 -0.236 0.131 -0.009
O -2.8016 5.9795 0.6564 2.115 0.255 -3.608
C -2.1172 6.0555 -0.2883 -2.318 -0.638 4.173
Cr -0.7418 6.2647 -1.5725 -1.588 2.223 1.491
C 0.3132 5.5353 -0.2032 2.407 -1.816 3.381
O 0.9313 5.1307 0.6976 -1.982 1.515 -2.943
C -0.2955 7.8881 -0.6980 1.371 3.503 3.529
O -0.0417 8.7701 0.0272 -0.963 -3.054 -3.021
C -1.7559 6.9507 -3.3748 -0.507 0.164 -0.993
C -2.1446 5.6304 -3.1104 -0.562 0.259 -0.293
C -1.1754 4.6515 -2.8797 0.162 -1.746 -0.125
C 0.2033 4.9536 -2.9542 1.074 -1.174 0.181
C 1.1665 3.9993 -2.4218 -0.505 0.144 -0.261
C 1.7974 3.2322 -1.7046 -0.263 0.491 -0.845
C 2.6264 2.3705 -0.9751 0.527 -0.088 -0.185
C 3.7839 3.0020 -0.3391 0.559 0.819 -0.041
C 4.1242 4.3304 -0.7429 -0.047 -0.001 0.213
C 5.1614 5.0486 -0.1523 -0.198 -0.401 0.031
C 5.9357 4.4367 0.8436 -0.073 -0.021 -0.213
C 5.6925 3.1035 1.1886 -0.179 0.312 -0.198
C 4.6344 2.4031 0.6142 0.087 0.084 -0.125
C 2.3605 0.9466 -1.1248 -0.533 -0.780 -0.488
C 1.5099 0.5359 -2.1966 0.009 -0.032 0.174
C 1.1618 -0.7979 -2.3990 0.199 0.311 0.282
C 1.6590 -1.7749 -1.5281 0.079 0.178 -0.077
C 2.5467 -1.4129 -0.5097 -0.158 0.186 -0.306
C 2.9032 -0.0813 -0.3230 0.069 0.026 -0.129
C 0.5763 6.2864 -3.2380 1.568 -0.436 -0.402
C -0.3918 7.2714 -3.4522 -0.225 0.492 -0.380
H -2.5110 7.7324 -3.4871 0.287 -0.283 0.076
H -3.2016 5.3650 -3.0330 0.377 0.167 0.040
H -1.4622 3.6352 -2.5986 0.047 0.399 -0.168
H 3.5650 4.7872 -1.5633 0.175 -0.098 0.386
H 5.3671 6.0768 -0.4750 -0.047 -0.514 0.149
H 6.7441 4.9957 1.3118 -0.153 -0.188 -0.063
H 6.3272 2.6003 1.9160 -0.184 0.136 -0.135
H 4.4898 1.3793 0.9149 0.095 0.409 0.202
H 1.1547 1.2937 -2.9006 0.038 -0.333 0.292
H 0.5086 -1.0682 -3.2358 0.296 0.082 0.374
H 1.3790 -2.8141 -1.6754 0.074 0.130 0.080
H 2.9827 -2.1700 0.1397 -0.155 0.154 -0.149
H 3.6280 0.1489 0.4450 -0.462 -0.296 -0.146
H 1.6400 6.5358 -3.2326 -0.422 -0.034 -0.088
H -0.0831 8.2994 -3.6506 -0.102 -0.329 0.158

***

Which value of multiplicity does entry 1 give? 1

***

The highest multiplicity belongs to which entry? C36H29CrNO5